Formula: C34H39N4O
Source: OMol25
Level of theory: ωB97M-V/def2-TZVPD

Element x y z (Å)
C 0.5418 3.4317 1.2363
N 0.1428 2.0421 1.1085
C 1.0759 1.0512 0.9343
O 2.2953 1.2197 0.9708
C 0.2712 -0.2246 0.6891
C 0.8505 -1.5220 1.2805
C 2.2659 -1.7941 0.9091
C 2.7798 -2.2427 -0.2987
N 4.1595 -2.2321 -0.2257
C 4.5596 -1.8059 1.0386
C 5.8141 -1.4560 1.5223
C 5.8906 -0.8939 2.8041
C 4.7339 -0.7464 3.5949
C 3.4688 -1.0871 3.1031
C 3.3792 -1.5634 1.7969
N -1.0454 0.1230 1.2089
C -2.0059 -0.7956 1.4207
C -3.3304 -0.5221 1.7790
C -4.1574 -1.5009 2.3102
C -5.5997 -1.4600 2.2228
C -6.3636 -2.6168 1.9039
C -7.7512 -2.5592 1.7997
C -8.4274 -1.3497 2.0249
C -7.6937 -0.1906 2.3134
C -6.3015 -0.2353 2.3767
C -1.2332 1.5767 1.3189
C -1.7112 1.9892 2.7159
C -2.1576 2.1326 0.2191
H 1.6007 3.5078 0.9610
H -0.0523 4.0705 0.5642
H 0.4160 3.8009 2.2680
H 0.2148 -0.3513 -0.4101
H 0.7665 -1.4671 2.3795
H 0.2242 -2.3531 0.9150
H 2.2381 -2.5339 -1.1895
H 4.7779 -2.5319 -0.9727
H 6.6907 -1.5966 0.8924
H 6.8497 -0.5678 3.2108
H 4.8252 -0.3481 4.6054
H 2.5509 -0.9992 3.6910
H -1.7107 -1.8425 1.2913
H -3.7699 0.4587 1.5716
H -3.7029 -2.4206 2.6925
H -5.8339 -3.5578 1.7378
H -8.3156 -3.4456 1.4999
H -9.5164 -1.3119 1.9680
H -8.2136 0.7602 2.4464
H -5.7290 0.6660 2.6000
H -0.8971 1.8129 3.4343
H -1.9722 3.0545 2.7004
H -2.5801 1.4068 3.0336
H -1.5723 2.2627 -0.7018
H -2.9958 1.4538 0.0309
H -2.5380 3.1066 0.5527
C -2.5183 -4.6064 7.4875
C -3.8225 -4.1209 7.3557
C -4.0513 -2.7651 7.1135
C -2.9710 -1.8892 6.9889
C -3.1886 -0.3945 6.8633
C -2.6709 0.3831 8.1160
C -1.7820 1.5098 7.5752
C -1.4227 1.0828 6.1425
N -2.5078 0.2164 5.7353
C -1.6649 -2.3754 7.0891
C -1.4361 -3.7323 7.3374
H -2.3382 -5.6566 7.7164
H -4.6681 -4.7960 7.4662
H -5.0613 -2.3551 7.0463
H -4.2698 -0.2084 6.7708
H -3.5184 0.7684 8.6907
H -2.0654 -0.2781 8.7466
H -2.3721 2.4309 7.5320
H -0.8886 1.6922 8.1809
H -1.2637 1.9527 5.4926
H -0.4627 0.5291 6.1585
H -2.3716 -0.3395 4.9001
H -0.8297 -1.6754 6.9953
H -0.4108 -4.0904 7.4342

Atoms 1-2, force components in eV/Å:
C -0.18 0.38 0.18
N 0.29 -0.36 0.01

Values from the calculation:
Energy relative to the best compared isomer or geometry (same formula, charge and spin) (eV): 0.453
Frontier orbital gap (eV): 5.0273
Charge: +1

Formula: C26H53N3O4P
Source: OMol25
Level of theory: ωB97M-V/def2-TZVPD

Element x y z (Å)
C 0.9122 4.9980 -1.1907
C 0.4837 4.8480 -0.0739
C 0.0532 4.3104 1.2613
P -1.2559 3.0365 1.0036
C -0.5420 1.3519 0.6349
O 0.8595 1.4804 0.5092
C 1.5312 0.3336 0.9714
C 1.7969 -0.6655 0.0044
C 2.4407 -1.8387 0.4364
C 2.6830 -2.9387 -0.6294
C 2.8261 -1.9827 1.7848
C 2.5615 -0.9837 2.7546
C 1.8965 0.1896 2.3269
C 1.5202 1.3154 3.3057
C 0.4773 0.6714 4.3283
C 2.7250 1.8640 4.1470
H 1.2317 5.0105 -2.2270
H 0.9482 3.9350 1.7876
H -0.3580 5.1332 1.8855
H -2.1134 2.8981 2.1282
H -2.0245 3.4416 -0.1135
H -0.9574 1.0018 -0.3366
H -0.8423 0.6399 1.4324
H 1.4902 -0.4781 -1.0330
H 3.7395 -2.9627 -0.9422
H 2.3505 -3.8822 -0.1478
H 1.9984 -2.7643 -1.4779
H 3.3212 -2.9019 2.1333
H 2.8536 -1.1583 3.7962
H 0.9829 2.1512 2.8259
H -0.1287 1.4258 4.8557
H 1.0806 0.0406 5.0074
H -0.1352 -0.0307 3.7210
H 2.6456 1.5351 5.2026
H 2.6101 2.9721 4.1910
H 3.7177 1.6720 3.7073
C -0.5336 2.6858 -3.9015
C -0.2297 3.9728 -4.6643
C -1.2763 4.3089 -5.7410
O -1.1601 3.5429 -6.9241
C -1.7807 2.2685 -6.8720
N 1.1201 3.8830 -5.2278
H -0.3242 1.7907 -4.4870
H 0.0817 2.6261 -2.9991
H -1.5818 2.6546 -3.5901
H -0.2398 4.7909 -3.9353
H -1.1182 5.3464 -6.0495
H -2.2972 4.2550 -5.3413
H -2.6965 2.2840 -6.2748
H -1.0864 1.5194 -6.4843
H -2.0379 1.9823 -7.8919
H 1.3542 4.7734 -5.6599
H 1.0785 3.2385 -6.0144
C 0.2895 -2.5706 -6.6945
C 1.5012 -2.5959 -5.7684
C 1.8979 -4.0131 -5.3153
O 1.0679 -4.5546 -4.2980
C -0.1297 -5.1501 -4.7703
N 1.2440 -1.7142 -4.6236
H -0.6463 -2.7428 -6.1617
H 0.2059 -1.5966 -7.1797
H 0.3810 -3.3237 -7.4797
H 2.3453 -2.1855 -6.3309
H 2.8983 -3.9582 -4.8755
H 1.9693 -4.7016 -6.1656
H 0.0109 -5.6416 -5.7360
H -0.9275 -4.4070 -4.8347
H -0.4377 -5.9006 -4.0415
H 2.0867 -1.6658 -4.0554
H 0.5746 -2.1921 -4.0232
C -2.9320 -1.4372 5.8603
C -1.7330 -1.5774 6.7930
C -1.9267 -2.6428 7.8857
O -2.7533 -2.2341 8.9598
C -4.1448 -2.3763 8.7270
N -1.4203 -0.2630 7.3662
H -3.7648 -0.9116 6.3280
H -2.6534 -0.8670 4.9710
H -3.2865 -2.4153 5.5279
H -0.8819 -1.8922 6.1795
H -0.9489 -2.8456 8.3326
H -2.2793 -3.5921 7.4638
H -4.3699 -3.2570 8.1199
H -4.5485 -1.4770 8.2562
H -4.6339 -2.4892 9.6946
H -0.5693 -0.3426 7.9173
H -2.1368 -0.0571 8.0594

Atoms 1-2, force components in eV/Å:
C -0.39 -0.36 0.10
C 0.02 -0.97 0.20

Values from the calculation:
Frontier orbital gap (eV): 7.9801
Charge: +1

Formula: C2H2N2O2
Source: OMol25
Level of theory: ωB97M-V/def2-TZVPD

Element x y z (Å)
C -0.2722 -1.3068 0.6528
C 0.4300 -0.2566 -0.1808
N -0.6704 -2.0444 1.4190
N -0.3217 1.0779 -0.2529
O 0.3311 2.0471 0.1161
O -1.3659 1.0835 -0.8432
H 1.3470 -0.0414 0.2181
H 0.5221 -0.5592 -1.1290

Atoms 1-2, force components in eV/Å:
C 1.30 2.37 -1.40
C -3.31 -0.16 3.28

Values from the calculation:
Energy relative to the best compared isomer or geometry (same formula, charge and spin) (eV): 4.188
Frontier orbital gap (eV): 11.5813
Charge: 0
SMILES: N#CC[N+](=O)[O-]

Formula: C10H25BrN2S4V
Source: OMol25
Level of theory: ωB97M-V/def2-TZVPD

Element x y z (Å)
V -0.2370 -0.2409 -0.1299
C -2.0002 -1.6256 2.4955
C -2.9107 -0.5038 2.0226
S -2.5865 -0.1912 0.2539
C -3.0829 1.5502 0.0669
C -2.5332 2.0602 -1.2549
S -0.7760 1.6669 -1.5543
C 0.1241 3.0809 -0.8496
C 0.2871 3.0194 0.6633
S 0.9657 1.3874 1.1496
C 0.2916 1.2247 2.8350
C 0.3986 -0.2283 3.2644
S -0.2589 -1.3941 2.0207
H -2.2852 -2.5749 2.0420
H -2.0540 -1.7539 3.5745
H -2.7277 0.4190 2.5701
H -3.9560 -0.7801 2.1476
H -2.6799 2.1046 0.9117
H -4.1704 1.6134 0.0914
H -2.6520 3.1407 -1.3232
H -3.0722 1.6242 -2.0946
H -0.3656 3.9994 -1.1703
H 1.0895 3.0176 -1.3450
H -0.6584 3.1489 1.1878
H 0.9800 3.7887 0.9982
H -0.7441 1.5605 2.8273
H 0.8566 1.8653 3.5115
H -0.1251 -0.4018 4.2038
H 1.4382 -0.5189 3.4140
N 3.3163 -3.5226 -2.8058
C 2.7635 -2.1164 -2.9743
C 1.3918 -1.8969 -2.3039
N 1.4294 -1.5719 -0.8267
H 4.1840 -3.6107 -3.3395
H 2.6755 -4.2378 -3.1524
H 3.5365 -3.7387 -1.8346
H 2.6800 -1.9595 -4.0449
H 3.4988 -1.4049 -2.6101
H 0.7081 -2.7263 -2.4781
H 0.9995 -1.0122 -2.8150
H 2.2399 -0.9849 -0.6142
H 1.4968 -2.4287 -0.2851
Br 2.5248 1.1527 -2.4454

Atoms 1-2, force components in eV/Å:
V 0.52 0.30 -0.23
C 0.00 0.08 -0.13

Values from the calculation:
Energy relative to the best compared isomer or geometry (same formula, charge and spin) (eV): 1.979
Frontier orbital gap (spin up / spin down) (eV): 7.3256 / 7.4131
Charge: +2
Spin multiplicity: 2

Formula: C10H17N
Source: OMol25
Level of theory: ωB97M-V/def2-TZVPD

Element x y z (Å)
C 1.3179 -0.0574 -0.0761
C 0.8414 1.3702 -0.2898
C -0.6959 1.5037 -0.2893
C -1.0463 1.0793 1.0906
C -0.6894 -0.4546 1.3818
C -1.4382 -1.3261 0.3807
C -0.9476 -0.9082 -1.0158
C -1.4658 0.5655 -1.2603
C 0.6206 -1.0105 -1.1747
C 0.8497 -0.5825 1.2520
H 3.1407 0.4142 0.5359
H 3.0384 -0.9706 -0.0505
H 1.2625 1.9998 0.5661
H 1.3713 1.7177 -1.1830
H -0.8888 2.6119 -0.4934
H -0.6900 1.8208 1.8336
H -2.0903 1.2453 0.9477
H -0.9510 -0.6993 2.4109
H -1.0710 -2.3473 0.3516
H -2.4645 -1.2890 0.4809
H -1.2982 -1.7496 -1.6849
H -1.0802 0.8797 -2.2457
H -2.5451 0.4244 -1.3974
H 1.0726 -0.5112 -2.1686
H 0.7216 -2.0433 -0.9909
H 1.1242 -1.7098 1.3665
H 1.3219 0.0209 2.0160
N 2.6794 0.0059 -0.2940

Atoms 1-2, force components in eV/Å:
C -3.57 -1.00 -1.15
C 0.11 0.51 -0.26

Values from the calculation:
Energy relative to the best compared isomer or geometry (same formula, charge and spin) (eV): 2.338
Frontier orbital gap (eV): 10.1952
Charge: 0
SMILES: N[C@]12C[C@H]3C[C@H](C[C@H](C3)C1)C2

Formula: C3H11N3O
Source: OMol25
Level of theory: ωB97M-V/def2-TZVPD

Element x y z (Å)
C -2.3708 -0.7042 1.3694
C -1.4722 0.4201 0.9073
N -0.0013 0.1849 0.9932
C 0.7818 0.3081 -0.1553
N 0.0881 -0.5462 -1.1823
N 1.9354 0.9201 -0.3522
H -2.0123 -1.7203 1.1611
H -3.4922 -0.6883 1.0255
H -2.4867 -0.8018 2.4649
H -1.6296 0.6002 -0.1650
H -1.6642 1.2767 1.6167
H 0.4918 0.6168 1.8627
H 0.5607 -0.5513 -2.0704
H -0.0564 -1.4197 -0.7977
H 1.9482 -0.3145 0.0426
H 3.5862 1.3335 -2.3633
H 2.6549 0.5614 -1.7301
O 3.1388 0.5245 -2.6271

Atoms 1-2, force components in eV/Å:
C -2.09 -1.73 0.80
C 0.23 0.64 0.59

Values from the calculation:
Energy relative to the best compared isomer or geometry (same formula, charge and spin) (eV): 4.474
Frontier orbital gap (eV): 9.5668
Charge: 0

Formula: C15H18O
Source: OMol25
Level of theory: ωB97M-V/def2-TZVPD

Element x y z (Å)
C 0.6521 1.8925 1.7472
C 0.9795 3.1099 2.5536
C 0.7173 1.9165 0.2443
C -0.3381 2.4206 -0.4573
C 1.8537 1.4651 -0.3991
C -0.0539 2.9537 -1.7463
C 2.1915 1.9680 -1.6148
C 1.2212 2.7699 -2.2848
O 1.7641 3.7028 -3.1160
H 1.3505 1.1057 2.0990
H -0.2941 1.5212 2.1297
H 0.8965 4.1605 2.2017
H -1.3478 2.5692 -0.0676
H 2.5659 0.7447 0.0062
H -0.8330 3.5753 -2.2648
H 3.0943 1.8272 -2.1721
H 1.1579 4.3558 -3.4736
H 1.9990 3.0709 2.9630
H 0.3885 3.2631 3.4536
C -2.9103 -3.6928 -1.2915
C 0.4357 -2.7616 1.2133
C -0.3661 -1.7237 0.6946
C 0.0852 -4.0824 0.9922
C -1.5515 -2.0836 0.0292
C -0.9473 -4.3928 0.1028
C -1.7404 -3.3760 -0.4031
H 1.3078 -2.4940 1.7812
H -0.0400 -0.7103 0.7136
H 0.6154 -4.9396 1.4291
H -2.0927 -1.2535 -0.4011
H -1.0898 -5.4337 -0.1780
H -3.2915 -2.7785 -1.7233
H -3.7182 -4.1875 -0.7534
H -2.6614 -4.4824 -2.0071

Atoms 1-2, force components in eV/Å:
C -0.05 -2.14 0.58
C 1.14 2.47 1.28

Values from the calculation:
Energy relative to the best compared isomer or geometry (same formula, charge and spin) (eV): 1.828
Frontier orbital gap (eV): 8.9773
Charge: 0
SMILES: CCc1ccc(O)cc1.Cc1ccccc1

Formula: C5H34NO13
Source: OMol25
Level of theory: ωB97M-V/def2-TZVPD

Element x y z (Å)
C 1.4461 1.1362 0.1153
N 1.7003 -0.3010 0.4198
C 0.3147 -1.0238 0.2831
O 0.2661 -1.4520 1.5987
C 1.7787 1.1795 -1.4731
C 0.7106 2.1175 -2.0942
C -0.7082 1.3585 -2.2038
O -0.7537 0.6586 -3.3776
H 2.2000 1.8487 0.4022
H 0.3833 1.4969 0.4127
H 1.7817 -0.2298 1.4562
H 0.3819 -1.9080 -0.3736
H -0.5482 -0.2641 0.1680
H 2.7698 1.2886 -1.7565
H 1.7634 0.1303 -1.8134
H 0.5015 2.9438 -1.5870
H 1.1780 2.3706 -3.0970
H -1.5271 2.1200 -2.2209
H -0.8417 0.5135 -1.4129
H 0.1140 0.3051 -3.5300
H 2.3521 -3.3410 -0.3509
H 0.9355 -3.7714 -0.8117
O 1.8155 -4.0084 -0.9217
H 1.4322 -0.3866 3.9189
H 0.5461 -0.3925 2.7483
O 1.1210 0.2637 3.2706
H 3.2271 -1.9030 0.9406
H 3.7847 -1.6386 -0.5540
O 3.7534 -2.1917 0.1442
H -2.4489 -1.2402 2.5558
H -3.7921 -1.1014 1.8981
O -3.3486 -0.8577 2.6218
H -2.3271 -3.1542 1.6237
H -0.9100 -2.5991 1.4976
O -1.6720 -3.0830 1.0327
H -3.8464 0.4912 0.6480
H -3.7862 -0.1661 -0.7811
O -4.0276 0.4992 -0.1831
H 2.0488 4.0839 -0.0203
H 2.4192 3.1239 1.3303
O 1.8555 3.9229 0.9508
H -1.7341 -1.2995 -0.2218
H -1.9753 -2.4380 -1.0288
O -2.1469 -1.4454 -1.0642
H -0.1359 1.8537 3.9878
H -0.8707 2.4669 2.6272
O -0.6299 2.6652 3.5869
H 1.7474 -1.5886 -3.2698
H 0.1730 -2.1484 -3.3789
O 0.8731 -1.5235 -3.7475
H -2.1128 1.5576 0.3701
H -3.0075 2.6524 0.0813
O -2.2238 2.4085 0.5831

Atoms 1-2, force components in eV/Å:
C 0.81 -1.20 -3.25
N -1.40 2.31 0.35

Values from the calculation:
Energy relative to the best compared isomer or geometry (same formula, charge and spin) (eV): 7.527
Frontier orbital gap (eV): 8.0512
Charge: -1

Which of these has the highest charge? C10H25BrN2S4V

Among the records above, which one has the highest charge? C10H25BrN2S4V

Which value of charge does entry 4 give? +2

Repeat the third record exactly.
Formula: C2H2N2O2
Source: OMol25
Level of theory: ωB97M-V/def2-TZVPD

Element x y z (Å)
C -0.2722 -1.3068 0.6528
C 0.4300 -0.2566 -0.1808
N -0.6704 -2.0444 1.4190
N -0.3217 1.0779 -0.2529
O 0.3311 2.0471 0.1161
O -1.3659 1.0835 -0.8432
H 1.3470 -0.0414 0.2181
H 0.5221 -0.5592 -1.1290

Atoms 1-2, force components in eV/Å:
C 1.30 2.37 -1.40
C -3.31 -0.16 3.28

Values from the calculation:
Energy relative to the best compared isomer or geometry (same formula, charge and spin) (eV): 4.188
Frontier orbital gap (eV): 11.5813
Charge: 0
SMILES: N#CC[N+](=O)[O-]